(1)
7
Properties=species:S:1:pos:R:3 method="wB97M-V/def2-TZVPD" multiplicity=1 smiles="FC(F)(Cl)C=S" homo_ev=-9.4
F -1.2635 0.0814 -1.2639
C -0.6424 0.0953 -0.0806
F -1.0341 -1.1354 0.4114
Cl -0.9264 1.2649 1.2146
C 0.9353 0.1101 -0.1248
S 1.6082 -1.2667 0.5539
H 1.3230 0.8502 -0.7105



(2)
7
Properties=species:S:1:pos:R:3 method="wB97M-V/def2-TZVPD" multiplicity=1 smiles="FC(F)(Cl)C=S" homo_ev=-9.6
F 1.4457 -0.5639 1.2355
C 1.7322 0.3631 0.2817
F 2.4136 1.2642 0.8985
Cl 2.6356 -0.5298 -1.0349
C 0.4152 0.8693 -0.3455
S -0.3963 2.1955 0.0504
H -0.1348 0.2972 -1.1029



Bottom line: (2), by a margin of 15.9 kcal/mol.



(1)
17
Properties=species:S:1:pos:R:3 method="wB97M-V/def2-TZVPD" multiplicity=1 smiles="O=[S@H]1=CCc2ccncc21" homo_ev=-8.4
O -3.1054 -1.5364 0.3555
S -2.0806 -0.6724 -0.1233
C -1.8952 0.7761 0.6706
C -0.6163 1.3219 0.1833
C 0.3701 0.1127 0.1538
C 1.7941 -0.0171 0.2193
C 2.2889 -1.3093 0.3738
N 1.5996 -2.4273 0.2290
C 0.3035 -2.3559 -0.0485
C -0.3734 -1.1542 -0.0283
H -2.2275 -0.9180 -1.6866
H -2.6994 1.3861 0.9978
H -0.4805 2.1416 0.8983
H -0.5984 1.8541 -0.9451
H 2.4317 0.7728 0.0837
H 3.2625 -1.5465 0.5914
H -0.1790 -3.1720 -0.4641



(2)
17
Properties=species:S:1:pos:R:3 method="wB97M-V/def2-TZVPD" multiplicity=1 smiles="Cc1ccccc1[N+]([O-])=S" homo_ev=-9.0
C -0.4134 2.1057 0.2260
C 0.0584 0.6690 0.0193
C 1.0551 0.5385 -0.8895
C 1.4177 -0.6898 -1.3909
C 0.8635 -1.8315 -0.8728
C -0.0446 -1.7358 0.1700
C -0.4468 -0.4824 0.6024
N -1.4663 -0.4329 1.6408
O -1.1187 0.1057 2.6823
S -2.9683 -0.8804 1.2540
H 0.0699 2.6717 -0.5273
H -1.4797 2.2684 0.1595
H -0.0155 2.4724 1.1853
H 1.3987 1.5037 -1.4780
H 2.1741 -0.7252 -2.1889
H 1.1944 -2.8128 -1.2452
H -0.2787 -2.7444 0.6530



Bottom line: (2), by a margin of 50.3 kcal/mol.



(1)
13
Properties=species:S:1:pos:R:3 method="wB97M-V/def2-TZVPD" multiplicity=1 smiles="[H]/N=C(/C=O)[C@H](Cl)/C=N/[H]" homo_ev=-9.9
H -0.3753 0.1311 2.5532
N 0.1559 0.7120 1.9535
C -0.0587 0.7794 0.7649
C 0.5336 1.8473 -0.0119
O 0.1490 2.2197 -1.0924
C -0.8866 -0.3790 -0.1263
Cl -2.0588 -1.2900 0.8932
C 0.0362 -1.4109 -0.6903
N 1.1856 -1.0322 -0.9823
H 1.8842 -1.6239 -1.5336
H 1.2886 2.3136 0.5116
H -1.3535 0.0494 -1.0740
H -0.5002 -2.3166 -1.1654



(2)
13
Properties=species:S:1:pos:R:3 method="wB97M-V/def2-TZVPD" multiplicity=1 smiles="O=C1C=C(Cl)CNN1" homo_ev=-9.7
O -0.1510 2.1712 -1.5040
C -0.0215 1.1616 -0.8180
C -1.1935 0.2699 -0.7752
C -1.0829 -0.7317 0.0183
Cl -2.4612 -1.7777 0.4942
C 0.1449 -0.8942 0.8892
N 1.2138 -0.4111 0.0633
N 1.0833 1.0824 -0.0412
H -1.9927 0.5745 -1.3493
H 0.5311 -1.9621 1.0506
H 0.0930 -0.3445 1.9967
H 2.0269 -0.5061 0.5717
H 1.8098 1.3680 -0.5964



(3)
13
Properties=species:S:1:pos:R:3 method="wB97M-V/def2-TZVPD" multiplicity=1 smiles="C[C@@H](Cl)[C@@H](C#N)N=O" homo_ev=-9.8
C -0.9023 0.7648 -0.8444
C -0.7871 0.2149 0.5805
Cl -2.1495 -1.1572 0.7339
C 0.5691 -0.5813 0.6770
C 0.8759 -1.3848 -0.4696
N 1.0816 -1.9473 -1.4978
N 1.5289 0.7734 1.0148
O 2.5557 0.7995 0.5049
H -0.3120 0.1740 -1.5978
H -0.2932 1.6354 -0.8450
H -1.9812 0.9110 -1.1463
H -0.8439 0.9324 1.3001
H 0.6580 -1.1347 1.5896



Bottom line: (1), by a margin of 1.8 kcal/mol.



(1)
28
Properties=species:S:1:pos:R:3 method="wB97M-V/def2-TZVPD" multiplicity=1 charge=-1 homo_ev=-6.8
F 11.5037 -16.7018 5.0561
O 7.9678 -16.0586 3.9958
H 7.5743 -16.5749 3.2900
H 8.5646 -16.6279 4.4832
O 13.3379 -17.5922 2.4076
H 13.5867 -17.4239 3.3256
H 12.3950 -17.5087 2.2974
O 10.6014 -17.1670 2.6461
H 9.8173 -17.6624 2.9680
H 10.8058 -16.7576 3.5106
O 9.1737 -16.8204 6.2754
H 10.0019 -16.9921 5.8259
H 8.9585 -17.6957 6.4817
O 11.8910 -14.4781 3.8433
H 12.0144 -14.6060 2.8942
H 11.8112 -15.3211 4.3073
O 11.7047 -18.1394 7.6892
H 11.9082 -17.5207 8.4204
H 11.6210 -17.6066 6.8925
O 11.7169 -19.1520 4.8875
H 11.7251 -18.1871 4.8151
H 12.6097 -19.2869 5.2205
O 14.0584 -16.8968 4.8010
H 13.1541 -16.8326 5.0872
H 14.4506 -17.6612 5.1754
O 11.5205 -15.0664 7.2275
H 12.4086 -15.0835 7.6199
H 11.5262 -15.5482 6.3828



(2)
28
Properties=species:S:1:pos:R:3 method="wB97M-V/def2-TZVPD" multiplicity=1 charge=-1 homo_ev=-7.5
F -0.2415 0.0670 -0.0315
O -0.4511 2.3887 -1.2819
H 0.3515 2.3824 -1.8681
H -0.4108 1.6072 -0.7776
O 2.2353 2.9137 0.0590
H 2.0281 2.0053 0.1235
H 1.4086 3.2099 0.4101
O 1.4824 0.5840 1.8661
H 1.8802 -0.1917 2.3739
H 0.8555 0.1828 1.2277
O -2.8847 -0.4085 -0.2010
H -3.2552 0.4110 -0.5298
H -1.9712 -0.1609 -0.0984
O -1.1216 -2.1179 1.0783
H -0.6460 -1.4784 0.5693
H -1.1855 -1.7447 1.9488
O 1.1860 -2.9036 -0.5034
H 0.5784 -3.3605 0.0568
H 0.6958 -2.2921 -1.0361
O -0.5436 -1.4380 -2.0016
H -0.5138 -0.7725 -1.2809
H -1.0444 -2.0958 -1.6489
O -1.4561 1.0913 2.1317
H -0.6681 1.5497 2.3824
H -1.2045 0.5736 1.3767
O 1.9552 0.2341 -1.3414
H 1.8550 -0.4373 -2.0939
H 1.0864 0.2011 -0.9097



Bottom line: (2), by a margin of 4.2 kcal/mol.



(1)
65
Properties=species:S:1:pos:R:3 method="wB97M-V/def2-TZVPD" multiplicity=5 homo_ev="-6.3 / -7.3" s_squared=6.040
O 1.5483 -4.2087 -2.7726
C 2.6393 -4.9959 -2.1946
C 2.8336 -5.8648 -3.4313
H 2.2701 -5.5514 -1.3246
H 3.5063 -4.3674 -1.9553
C 1.6352 -5.0185 -3.9815
H 2.5845 -6.9214 -3.2835
H 3.7738 -5.6853 -3.9652
C 0.4049 -5.8746 -4.2117
H 0.2046 -6.5085 -3.3409
H 0.6063 -6.5158 -5.0785
H -0.4650 -5.2456 -4.4299
C 1.9976 -4.2154 -5.2123
H 2.9073 -3.6324 -5.0365
H 1.1660 -3.5574 -5.4853
H 2.1764 -4.9214 -6.0319
Co -1.1449 2.8627 1.0730
C 0.0734 4.3085 0.4331
C 0.8919 4.0288 1.6049
C 1.6921 2.8944 1.3156
H 0.9465 4.6661 2.4879
C 1.4150 2.4572 -0.0058
C 0.3959 3.2776 -0.5446
H 0.0475 3.2654 -1.5785
H -0.4622 5.2341 0.2307
H 2.4500 2.4705 1.9753
H 1.9713 1.7006 -0.5542
C -3.3117 3.1509 0.8351
C -2.4908 3.1036 -0.3697
C -2.3143 1.7025 -0.7042
H -2.3055 3.9544 -1.0141
C -2.9479 0.9262 0.2908
C -3.5606 1.8012 1.2335
H -4.1892 1.4985 2.0648
H -3.7725 4.0537 1.2296
H -1.8621 1.3309 -1.6152
H -3.0242 -0.1554 0.2845
O 0.0038 -0.3946 0.1313
C 0.1532 -0.6711 -1.2726
C 1.3655 -1.5790 -1.4493
H 0.3221 0.2796 -1.8075
H -0.7943 -1.0905 -1.6502
C 1.6793 -2.0759 -0.0383
H 2.1896 -0.9726 -1.8413
H 1.1829 -2.3893 -2.1488
C 1.1195 -0.9721 0.8507
H 2.7254 -2.3196 0.1403
H 1.0780 -2.9701 0.1577
H 1.8726 -0.1893 1.0577
H 0.7528 -1.3518 1.8164
C -1.7086 5.2623 3.4129
C -1.5402 3.8659 3.8525
C -1.5595 3.4082 5.1903
C -1.4090 2.0141 5.1490
C -1.3075 1.6426 3.7892
C -1.2101 0.2741 3.2661
N -1.3486 2.7885 3.0129
H -2.7010 5.6250 3.7178
H -1.6087 5.3941 2.3275
H -0.9640 5.8882 3.9257
H -1.6653 4.0533 6.0541
H -1.3794 1.3155 5.9817
H -0.3488 -0.2261 3.7354
H -2.1100 -0.3077 3.5256
H -1.0767 0.2505 2.1763



(2)
65
Properties=species:S:1:pos:R:3 method="wB97M-V/def2-TZVPD" multiplicity=5 homo_ev="-6.5 / -7.5" s_squared=6.040
O 0.0991 -0.1595 -5.1014
C -0.0835 1.1554 -5.6949
C -0.2248 0.6206 -7.1139
H 0.8115 1.7763 -5.5478
H -0.9929 1.6545 -5.3259
C -0.0644 -0.7592 -6.4239
H 0.5982 0.9127 -7.7697
H -1.1995 0.8324 -7.5605
C 1.2007 -1.5123 -6.7834
H 2.0778 -0.8602 -6.6894
H 1.1244 -1.9079 -7.8020
H 1.3201 -2.3521 -6.0886
C -1.3027 -1.6358 -6.4781
H -2.1932 -1.0692 -6.1703
H -1.1659 -2.4924 -5.8044
H -1.4376 -2.0111 -7.5015
Co -0.3559 -0.6231 3.0508
C -2.3043 -0.5538 3.7672
C -2.3834 0.8773 3.8699
C -2.2829 1.4254 2.5697
H -2.5648 1.4329 4.7904
C -2.1690 0.3772 1.6241
C -2.1780 -0.8763 2.3426
H -2.3351 -1.8654 1.9200
H -2.5304 -1.2822 4.5451
H -2.3441 2.4865 2.3308
H -2.1358 0.4710 0.5417
C 1.1448 -2.2927 4.0354
C 0.0485 -2.6960 3.1930
C 0.4103 -2.3491 1.8297
H -0.7840 -3.3297 3.4980
C 1.7031 -1.7563 1.8595
C 2.1458 -1.7181 3.2066
H 3.1221 -1.3755 3.5459
H 1.2100 -2.4788 5.1088
H -0.1338 -2.6408 0.9358
H 2.2577 -1.4446 0.9798
O 0.7292 0.2527 -0.7456
C -0.1492 -0.6359 -1.4680
C -0.9065 0.1804 -2.5260
H -0.8537 -1.1150 -0.7632
H 0.4732 -1.4228 -1.9220
C -0.2162 1.5673 -2.5132
H -1.9683 0.2915 -2.2535
H -0.8536 -0.3119 -3.5001
C 0.3079 1.6045 -1.0814
H -0.8926 2.3919 -2.7354
H 0.6090 1.5810 -3.2355
H -0.5301 1.9042 -0.4147
H 1.1545 2.2866 -0.9118
C -0.3081 0.0765 6.3222
C 0.5197 0.8789 5.4082
C 1.3687 1.9425 5.7806
C 2.0041 2.4005 4.6157
C 1.5358 1.6054 3.5473
C 2.0328 1.6565 2.1650
N 0.6117 0.6991 4.0411
H 0.3385 -0.3227 7.1174
H -0.8302 -0.7592 5.8365
H -1.0550 0.7240 6.8037
H 1.4852 2.3017 6.7971
H 2.7430 3.1867 4.5211
H 2.0389 2.7092 1.8364
H 3.0722 1.2881 2.1210
H 1.4310 1.0578 1.4677



Bottom line: (2), by a margin of 8.7 kcal/mol.



(1)
14
Properties=species:S:1:pos:R:3 method="wB97M-V/def2-TZVPD" multiplicity=1 homo_ev=-9.0
C 1.1263 -0.7015 -0.3791
C 0.5431 0.6260 0.1285
C -1.7958 0.0611 -0.5225
C -0.9042 0.6258 0.4943
O 2.4605 -0.5630 -0.7243
O 0.9315 -1.6192 0.6767
O -2.9385 0.6455 -0.6585
O 1.2479 1.5993 0.2396
H 2.8176 0.2068 -0.2522
H 1.3495 -2.4519 0.4271
H -3.0942 1.4530 -0.1105
H 0.5695 -1.0256 -1.2717
H -1.1000 -0.4204 0.9679
H -1.2133 1.5643 0.9847



(2)
14
Properties=species:S:1:pos:R:3 method="wB97M-V/def2-TZVPD" multiplicity=1 homo_ev=-8.4
C -0.6178 -0.4243 2.1136
C 0.3943 -0.9131 -1.3856
C 0.3188 1.0176 -0.0199
C 0.4289 2.3352 0.0016
O 0.3692 0.3999 -1.2857
O 0.4327 -1.2503 -2.6785
O -1.2151 -1.4942 1.6782
O 0.3831 -1.7296 -0.4890
H 0.4456 -2.2158 -2.7462
H -0.6680 -1.8860 0.9584
H -1.3135 0.0951 2.7986
H 0.1211 0.2836 1.0140
H 0.5809 2.9189 -0.8971
H 0.3397 2.8629 0.9377



Bottom line: (1), by a margin of 12.1 kcal/mol.